(1)
Density functional theory data (wB97M-V/def2-TZVPD) for one molecule with the formula C21H29N5OS at a distorted geometry.

```
57
Properties=species:S:1:pos:R:3:mulliken_charge:R:1
C -0.5889 4.2928 -0.1562 -0.3902
H 0.9939 -0.2712 1.5816 0.4740
C 3.7552 -0.6254 -0.8187 -0.9008
H -7.3825 0.9660 -1.5696 0.4477
C -6.0274 -0.2109 -0.4058 -0.2715
C 0.8860 0.5937 0.9120 -1.0443
H 7.4663 -2.2078 -0.3569 0.4390
H 1.6406 -4.0725 -0.3751 0.4550
H 3.5553 1.9239 1.5305 0.4054
H 5.1167 0.7427 0.1522 0.3852
S -4.2203 -1.4965 0.9574 -0.1967
C -3.9115 -0.0106 0.0780 0.7916
N 1.8556 1.3301 0.5712 -0.0073
C -0.4589 0.8141 0.4505 0.6874
O -1.6556 -1.0989 1.4066 -0.7722
C 3.0360 -2.6214 0.3975 -0.2266
H -0.4904 3.1180 -1.9659 0.3777
H 2.2195 -2.0053 0.7801 -0.1402
H 2.1827 -2.9024 -1.5791 0.2887
H 3.2117 0.1797 1.7216 0.3247
H -2.9365 2.1636 -1.0853 0.3046
H 0.8812 3.9853 1.3871 0.1861
C -6.9367 -2.2141 0.6320 -0.7402
H 3.9397 1.5170 -0.9251 0.3765
H 6.6269 -1.2365 0.8589 0.3401
H 3.2573 -4.2093 -1.0711 0.3172
C 3.1794 1.0289 1.0227 -0.9434
H -1.6628 4.4823 -0.2282 0.3311
C -8.3243 -0.7693 -0.7154 -0.4785
N -2.2658 1.6355 -0.5510 -0.5136
H -9.0052 -2.5569 0.2484 0.3736
C 5.3274 -2.4349 -0.3717 -0.5611
N -4.8888 0.5330 -0.5593 -0.5982
C -8.1620 -1.9063 0.0724 -0.4763
H -0.3651 5.1685 1.8041 0.4000
C 6.5861 -1.5981 -0.1650 -1.4226
H 3.3824 -3.2582 1.2178 0.4554
H 0.8353 2.8069 -0.8093 0.1878
C -1.5524 -0.0734 0.7606 0.2096
H -6.8063 -3.0938 1.2425 0.3973
C -5.8708 -1.3652 0.3915 0.9630
H -0.0712 5.1235 -0.6382 0.4084
H 6.6069 -0.7471 -0.8405 0.2861
H 4.2731 -0.6964 -1.7850 0.3466
N -2.6551 0.4990 0.1030 0.2348
C -7.2687 0.0832 -0.9609 -0.5689
C 4.0806 0.7313 -0.1803 -0.8514
C -0.9460 1.8288 -0.3508 0.6191
C 2.4982 -3.5082 -0.7322 -1.2041
H 5.4079 -3.3377 0.2392 0.4822
C -0.1767 4.2196 1.3077 -1.0427
C -0.2328 3.0025 -0.9104 -0.8343
H -9.2931 -0.5534 -1.1404 0.3677
H 2.6803 -0.6509 -1.0221 0.4684
N 4.1278 -1.7344 0.0456 0.4228
H 5.2784 -2.7463 -1.4308 0.3536
H -0.7327 3.4432 1.8275 0.2770
```

## Properties
- ΔE to the lowest compared entry with this formula, charge and spin: 35.34 kcal/mol
- Max |F|: 1.07 eV Å⁻¹
- Structure (SMILES): CCCc1[nH]n(-c2nc3ccccc3s2)c(=O)c1/C=N/CCCN(CC)CC
- Kohn-Sham gap: 8.58 eV
- LUMO level: 0.431 eV

(2)
Density functional theory data (wB97M-V/def2-TZVPD) for one molecule with the formula C21H29NO.

```
52
Properties=species:S:1:pos:R:3:mulliken_charge:R:1
H 2.1493 2.0552 -3.2625 0.3447
H -3.6388 -0.2053 0.7905 0.1980
H 0.4607 2.3504 1.0595 0.4230
C -1.6227 -2.5516 0.3872 -0.1790
H -1.9051 0.1031 -0.9456 0.2296
C 0.1060 -0.7142 1.1392 0.7662
C -2.2369 0.9754 -0.3593 -0.9604
H -3.4172 2.0944 1.8130 0.2310
N -1.2919 1.3428 0.6760 0.5664
C -3.6409 0.7097 0.1950 -0.8761
H 2.9521 0.9131 -2.1832 0.2842
H 4.1116 -0.1003 1.3074 0.4121
H -2.1562 -2.6493 1.3427 0.1963
H 1.7828 0.4560 1.7248 0.3634
H -2.2962 1.8215 -1.0465 0.7424
C 3.0428 -3.4287 -0.3509 -0.8088
C 2.7080 1.9630 -2.3337 -1.3421
H 2.4747 2.3899 -0.2444 0.2477
H -3.5801 3.5226 -0.1974 0.2413
H -0.6636 3.1799 -0.0145 0.3720
H -0.4992 0.8100 2.4953 0.5385
H 2.7389 -4.3558 -0.8142 0.4620
C -0.2639 -1.9415 0.5621 0.3230
C 3.8149 -1.0313 0.8457 -0.7153
H -4.9150 3.8749 0.8936 0.3845
C 2.4398 -1.3356 0.7589 0.6995
H 0.3111 -4.9660 0.0667 0.3275
O -1.4028 -3.8498 -0.1475 -0.4311
H 3.6362 2.5207 -2.4347 0.4061
C -0.2212 2.2033 0.2188 -1.3298
H -4.3135 0.5451 -0.6499 0.5263
C -4.1658 1.8589 1.0556 -0.4817
H 5.8046 -1.6485 0.4182 0.4159
C 4.3655 -3.0988 -0.2513 -0.6388
H -5.0738 1.5275 1.5649 0.4431
C 4.7542 -1.8912 0.3507 -0.6726
C 1.8887 2.4878 -1.1611 -0.4463
H 0.1166 -4.1663 -1.5141 0.2633
C -0.9103 0.3008 1.6159 -2.0722
H -2.2572 -1.9810 -0.3042 -0.0010
H 0.8009 0.6588 -0.9030 -0.1371
C 0.6730 -2.8288 0.0921 0.7414
H 5.1231 -3.7658 -0.6358 0.3999
C 1.4533 -0.4584 1.2521 -0.8331
H -0.0213 1.8474 -1.9088 0.5399
H 1.6755 3.5495 -1.3065 0.3790
H -5.1922 2.8906 -0.5438 0.2796
C -4.4814 3.1130 0.2498 -1.1953
C -0.0249 -4.0460 -0.4292 -0.7478
C 0.5786 1.7215 -1.0050 0.1093
C 2.0513 -2.5592 0.1474 0.4144
H -1.8220 -0.2134 1.9235 0.5969
```

## Properties
- ΔE to the lowest compared entry with this formula, charge and spin: 5.46 kcal/mol
- Max |F|: 0.65 eV Å⁻¹
- Structure (SMILES): CCCCN(CCCC)Cc1cc2ccccc2c2c1COC2
- Kohn-Sham gap: 8.57 eV
- LUMO level: 0.481 eV

(3)
Density functional theory data (wB97M-V/def2-TZVPD) for C21H30BiN4O as an isolated structure at a distorted geometry.

```
57
Properties=species:S:1:pos:R:3:mulliken_charge:R:1
H -4.6620 -1.9779 -1.0079 0.4073
H 4.5378 0.3764 2.3256 0.3794
H -2.7768 3.4215 0.9254 0.4322
H 0.3520 2.1667 -2.3946 0.4598
C 2.6893 -0.0334 3.3224 -0.9958
H 0.8272 -0.0832 4.1548 0.2405
H -1.6147 2.7753 3.0685 0.3249
H 1.8890 2.3763 3.3597 0.2764
C 3.4574 0.3870 -0.3752 -0.6533
C 0.2080 2.3265 -0.2691 0.6542
C -1.0745 2.8108 -0.3031 -0.7166
H -0.3329 -0.9546 -5.0398 0.3533
C -0.6487 -2.3238 -3.4140 -0.8554
H -3.0541 -3.2108 1.2828 0.5271
C -1.2486 -2.5340 -2.1755 0.4345
H -4.6099 -1.4533 0.6860 0.4734
H -4.2869 -0.2915 -0.5976 0.4087
C -1.7580 3.0558 0.9173 -0.6606
C -1.5285 -0.0989 -3.4636 -0.9436
C -2.6404 -1.6996 -0.1839 2.6265
H -2.4649 -0.6585 1.7221 0.2269
H 0.7061 0.0004 -2.3171 -0.2132
H 3.5320 -1.3508 0.8060 0.2153
C -1.9399 -0.7562 0.7634 -1.5640
N 1.2707 0.3493 3.3361 -0.1541
H -0.0541 -3.1138 -3.8579 0.3519
H 3.1936 1.3754 1.8305 0.2900
H 3.1974 1.4132 -0.1057 0.2890
H 2.7378 -1.1115 3.5080 0.4188
O 0.5451 -2.6927 0.6132 -1.1144
H 4.5239 0.4192 -0.6544 0.3524
H -2.6133 0.5073 -1.7207 0.1560
C 0.9523 1.8043 3.3019 -1.0380
C -2.5568 -3.1506 0.3121 -2.1877
N 1.2197 0.4406 -1.5448 0.1479
C -2.1053 -0.3066 -2.2228 0.4290
H -1.6320 0.8641 -3.9506 0.3947
C -0.7934 -1.1135 -4.0721 -0.4318
N 0.9100 2.1417 0.8912 -0.0429
H -1.5133 -3.4391 0.4474 0.3242
H 0.3629 2.0565 4.1880 0.4375
H 3.2340 0.4583 4.1463 0.4535
C 0.1878 2.2387 2.0702 0.6522
C -4.1441 -1.3280 -0.2946 -1.9735
Bi 0.3900 -0.7300 0.8258 1.2493
C -1.0979 2.7097 2.1162 -0.7639
H -1.0825 -3.4667 -1.6547 0.2904
C 2.6312 0.0398 -1.6178 -0.9869
C -2.0016 -1.5368 -1.5634 -0.7467
H 3.1343 0.5417 -2.4607 0.5067
H 2.6572 -1.0355 -1.8205 0.4383
H 1.8947 2.4476 -1.5782 0.3127
N 3.2305 -0.3933 0.8288 -0.0510
C 3.4682 0.3426 2.0585 -0.6043
C 0.9446 1.9001 -1.5170 -0.9593
H -1.5810 2.9308 -1.2552 0.3479
H -3.0689 -3.8333 -0.3756 0.3737
```

## Properties
- ΔE to the lowest compared entry with this formula, charge and spin: 31.40 kcal/mol
- Max |F|: 3.94 eV Å⁻¹
- Net charge: -1
- Kohn-Sham gap: 3.88 eV
- LUMO level: 2.895 eV

(4)
Density functional theory data (wB97M-V/def2-TZVPD) for C21H30Cl2MnN5O as an isolated structure.

```
60
Properties=species:S:1:pos:R:3:mulliken_charge:R:1
H 0.7377 2.9574 1.2736 0.4601
C -1.4232 2.5841 3.8365 -0.7834
C -1.9999 0.1776 -2.5347 -1.3089
H 1.8310 2.6689 -1.2247 0.2948
Mn 0.0609 -0.0634 -0.2846 1.5123
H 3.4155 -0.1403 -2.9249 0.3731
N -0.5630 1.3901 1.4786 -0.0020
C -1.0475 -4.7950 -3.1552 -1.2036
H -1.7604 3.0499 4.7530 0.4368
N 1.7442 0.6602 -1.8871 0.8588
Cl -3.6961 -2.5462 1.8897 -0.2231
N 0.0631 -2.0391 -1.2971 -0.3599
H 2.1596 -1.3170 -2.4809 0.3796
C -0.6271 -2.9051 -1.5899 0.2583
H 5.1232 0.2265 2.4269 0.3308
C 0.9843 0.9651 -3.1064 -1.0432
H 5.0398 -1.4869 1.9901 0.3352
C -1.9880 2.1398 -1.1834 -1.3642
H -0.0422 -5.1799 -2.9943 0.3515
C -0.4448 3.1607 3.0758 -1.0679
H -0.7595 2.0517 -3.7413 0.3754
H 3.0096 1.5812 -0.4925 0.2264
C 4.8113 -0.7599 2.7678 -1.1295
H -1.6262 -4.6343 -1.0558 0.3197
H -1.7143 -5.6378 -3.3239 0.3613
C -2.0055 1.3646 3.4283 -0.1148
H 5.3861 -1.0139 3.6555 0.3586
H 3.0836 -0.0518 3.8952 0.2874
C 2.4811 -0.4601 1.9542 0.0863
C 2.4969 1.8293 -1.4204 -1.1372
C -0.0405 2.5204 1.8935 -0.4321
H 0.6758 0.0154 -3.5473 0.3861
H -2.6538 1.6269 -0.4905 0.3084
C -0.2328 1.8162 -2.8092 -1.0363
Cl -3.6343 1.3260 5.6278 -0.2520
H -1.3802 2.8438 -0.6203 0.3433
H 1.6148 1.4728 -3.8477 0.4274
H 0.0142 4.0956 3.3672 0.4474
C -3.5122 -0.4970 3.6560 -0.6078
H -1.4042 -0.5017 -3.1430 0.3321
H -2.5172 -3.5595 -2.1120 0.2805
H 3.2422 2.1422 -2.1613 0.3430
C -3.0178 0.6762 4.1383 0.6240
C 2.6914 -0.4282 -2.1531 -1.2177
H 0.0729 2.7666 -2.3727 0.4495
C 3.3177 -0.7758 3.1152 -0.3783
N 1.8277 -0.2135 1.0465 -0.2251
C -2.0465 -0.4421 1.7027 -0.2513
H -2.5902 2.6907 -1.9145 0.3743
H -2.7204 0.6876 -3.1840 0.3823
H -1.0438 -4.1750 -4.0502 0.3359
H 3.2360 -0.6663 -1.2399 0.3079
C -1.5352 -3.9989 -1.9368 -0.2058
H 3.0069 -1.7540 3.4814 0.2807
C -1.5363 0.7967 2.2232 0.5813
O -1.5781 -0.9234 0.5872 -0.5549
H -4.2872 -1.0186 4.2020 0.4689
H -2.5387 -0.4028 -1.7853 0.1917
C -3.0311 -1.0478 2.4541 0.4106
N -1.1297 1.1513 -1.8558 1.0172
```

## Properties
- ΔE to the lowest compared entry with this formula, charge and spin: 1.33 kcal/mol
- 2S+1: 6
- Max |F|: 0.53 eV Å⁻¹
- Net charge: +1
- Kohn-Sham gap (alpha / beta): 7.50 / 7.47 eV
- LUMO level (alpha / beta): -2.245 / -2.342 eV
- ⟨S²⟩: 8.754

(5)
Density functional theory data (wB97M-V/def2-TZVPD) for C21H30MnN6OSeSi as an isolated structure.

```
61
Properties=species:S:1:pos:R:3:mulliken_charge:R:1
H 3.9935 -3.8325 1.7394 0.3897
C 5.0079 -2.0141 1.1793 -0.6671
Mn 1.9496 -0.4124 0.6693 1.0219
C -4.7690 -3.9573 -1.3076 -1.0713
H 2.2819 3.4520 -2.9775 0.3793
H 0.3047 4.0927 0.6502 0.1220
C -3.7216 4.8239 1.2136 -0.3499
H -1.6081 -2.3774 -2.8491 0.3044
C -3.5038 2.1452 0.8280 -0.2185
H 2.6065 -2.8390 0.1067 0.2817
H 3.8601 1.1422 1.2668 0.2034
C -3.4504 -3.3641 -3.2314 -1.1201
H 3.5044 4.5628 -0.1222 0.4143
C -0.5105 -1.6934 1.5991 -1.8521
H 3.2613 3.5832 1.3152 0.3245
H -0.4557 -1.1655 -1.5562 0.4406
H 5.9212 -2.4796 1.5503 0.3479
C 5.0274 -0.5403 1.5490 -0.6876
N 0.0933 -1.1342 0.4855 0.6703
H 3.3464 2.1114 -2.5660 0.2973
C -4.5665 2.8933 0.3463 -0.3862
C -0.6343 -1.4926 -0.5476 -0.5628
C -2.6157 4.1721 1.7380 -0.1786
H 0.5885 4.7705 -0.9560 0.4483
H 4.3453 3.0334 0.0152 0.3271
H -5.3649 2.4179 -0.2121 0.3522
H 1.6377 1.8111 -2.9038 0.2941
H 5.0214 -2.1259 0.0893 0.2894
C -1.6053 -2.3855 1.2056 0.2366
N 3.9197 0.1938 0.9015 -0.2364
H 5.9836 -0.0928 1.2736 0.3766
Si 1.9254 2.7250 -0.6178 0.1491
H -1.8594 4.7158 2.2865 0.3872
H -3.3119 -3.3528 -4.3033 0.4444
C 3.3968 3.5342 0.2307 -1.1928
H -3.4560 1.0786 0.6552 0.4380
C -2.4929 -2.8083 -2.4041 -0.4065
H -3.8423 5.8925 1.3465 0.3664
H -2.3234 -2.9336 1.7848 0.4893
C -3.8145 -3.3951 -0.4795 -0.4071
H -0.4677 3.3669 -0.7653 0.3066
H -0.1483 -1.5189 2.5972 0.6369
H -5.6576 -4.4036 -0.8840 0.4498
C -5.5851 -4.5297 -3.5467 -0.0178
O 1.6477 1.2471 0.0205 -0.9111
H 4.1261 0.3216 -0.0902 0.2926
C 3.8150 -2.7564 1.7627 -0.6171
N -4.6821 4.2063 0.5294 -0.5337
H 4.9117 -0.4349 2.6283 0.3721
H 1.7904 -2.9338 1.5025 0.2799
C 0.4477 3.8395 -0.4022 -0.9253
N -6.3784 -4.9977 -4.2317 -0.4315
N 2.5532 -2.4410 1.0432 -0.5516
C -4.5920 -3.9442 -2.6871 0.3928
H 3.6769 -2.4681 2.8057 0.3602
C -2.5008 2.7973 1.5426 0.0303
Se -1.0181 1.8548 2.2234 0.0473
N -1.6874 -2.2465 -0.1663 0.3053
H -3.9828 -3.3978 0.5871 0.3028
C -2.6750 -2.8232 -1.0270 1.7877
C 2.3359 2.5068 -2.4334 -1.0349
```

## Properties
- ΔE to the lowest compared entry with this formula, charge and spin: 52.13 kcal/mol
- 2S+1: 5
- Max |F|: 0.91 eV Å⁻¹
- Net charge: +1
- Kohn-Sham gap (alpha / beta): 8.46 / 6.15 eV
- LUMO level (alpha / beta): -2.806 / -4.279 eV
- ⟨S²⟩: 6.043

(6)
Density functional theory data (wB97M-V/def2-TZVPD) for one molecule with the formula C21H30N2O5 at a distorted geometry.

```
58
Properties=species:S:1:pos:R:3:mulliken_charge:R:1
H 3.4561 -2.9696 0.1428 0.5457
H -2.7112 2.3024 -4.9009 0.3910
C 1.2110 0.3162 -1.6531 -0.9931
H -3.0421 2.8013 2.1590 0.4102
C 1.0897 0.4324 1.1770 -4.2515
C -2.4302 2.6497 1.2478 -0.8165
H -2.3505 -2.5891 -1.9198 0.4639
H 0.6869 0.5702 1.9914 1.2725
C 1.5601 -1.0567 -0.8979 -3.2606
H -1.2617 1.0944 1.6401 0.2930
C 1.4964 1.4639 -1.0269 -0.9032
N -1.1976 2.1522 1.3722 0.1038
C -0.3962 2.1311 0.3522 0.2061
H -1.5458 2.8406 -2.8770 0.0901
H 5.0855 -0.6888 4.0270 0.6591
O -3.1023 3.0209 -1.8166 -0.3885
H 6.5734 -1.5730 2.5510 0.4145
O -0.4594 3.0909 -0.5283 -0.7074
O -0.8973 -1.9815 -0.5187 -0.2416
O -1.4802 -0.8045 1.0824 -0.6566
H -3.0113 1.1302 -3.8188 0.2082
C 5.1772 -2.6542 1.4085 -0.9439
C -2.7144 -3.4731 0.2966 -0.8881
H 2.7033 -0.6359 3.5965 0.2363
C 3.4158 -1.2304 2.9668 0.1937
H 2.2554 0.6102 1.5173 0.1142
C -3.4099 1.8515 0.3258 -0.5626
H 0.8183 -2.0495 2.2644 0.4870
H -2.7410 -1.1875 -0.7113 0.0490
C 3.8203 -2.6288 1.0127 -0.4425
C 5.5196 -1.6479 2.5096 -0.2186
H 2.5554 1.6265 -0.7361 0.4356
C -2.1543 -2.2941 -0.9042 -0.3184
H -2.6939 -3.0478 1.3215 0.3092
O -2.1356 0.9838 -1.1586 -0.0156
C 1.4703 -2.0305 1.2890 -1.6289
H 0.2651 0.3119 -1.9271 0.5539
C -3.2960 2.1752 -3.9648 -1.1184
H -2.8635 4.0735 -3.2906 0.4386
C -2.7053 3.1029 -3.0165 -0.0312
C -2.8225 1.8665 -0.8856 0.1582
C 0.9637 -0.7216 0.5661 4.4404
H 5.8710 -2.8638 0.6797 0.4063
H 1.4611 -1.8591 -1.2116 1.7064
C 4.6617 -1.2426 3.4590 -1.4003
H -3.6115 0.9987 0.9112 0.3579
H -3.8024 -3.7097 -0.0707 0.3300
H -4.4475 2.3088 -3.9351 0.2523
H 1.2712 -3.0880 1.0576 0.4863
C -0.5390 -1.1125 0.4809 0.5535
C 2.7786 -1.9309 2.0309 0.2771
H -2.3923 3.6755 0.8369 0.4728
H -2.0656 -4.4134 -0.2154 0.2249
H 1.8530 0.2779 -2.6280 0.3500
H -4.5404 2.5133 0.4670 0.3525
H 2.5876 -1.0410 -0.6608 0.8629
H 1.3104 2.4234 -1.6478 0.4727
N 0.9029 1.7294 0.1812 0.2077
```

## Properties
- ΔE to the lowest compared entry with this formula, charge and spin: 430.08 kcal/mol
- Max |F|: 19.15 eV Å⁻¹
- Structure (SMILES): CCOC(=O)CCNC(=O)N1CCC[C@](Cc2ccccc2)(C(=O)OCC)C1
- Kohn-Sham gap: 9.28 eV
- LUMO level: 0.549 eV